The following is a DFT calculation (ωB97M-V with the def2-TZVPD basis set) of a gas-phase ion, C3H6N (charge +1).

```
10
Properties=species:S:1:pos:R:3:forces:R:3
C -1.231 -0.001 0.127 -0.5 3.4 3.4
N 0.081 0.159 -0.460 0.0 -2.0 -1.9
C 1.251 -0.697 -0.021 0.5 0.4 -0.6
C 1.329 0.555 0.229 -0.8 -2.1 -0.4
H -1.122 0.418 1.224 -0.6 -0.5 -2.1
H -1.913 0.633 -0.479 0.2 -0.5 0.7
H -1.620 -0.963 0.295 0.0 -1.6 -0.5
H -0.092 0.228 -1.484 1.3 0.5 0.7
H 1.651 -1.712 -0.185 -0.7 0.7 0.3
H 1.664 1.380 0.755 0.6 1.7 0.5
```
Positions in Å, forces in eV/Å.

Output
Orbital gap   12.48 eV
Net charge   +1
2S+1   1
HOMO energy   -16.843 eV
ΔE to the lowest compared entry with this formula, charge and spin   2.3531 eV
E   -172.2721 hartree
SMILES   C[NH+]1C=C1
Strongest force on any atom   4.843 eV/A